No. 1
The following is a quantum chemistry calculation of a 2-piece molecular cluster, C9H17BN3O6 overall, from the Open Molecules 2025 dataset.

CARTESIAN COORDINATES (ANGSTROEM)
N: 3.4068 -4.0302 0.8842
C: 3.7152 -3.5307 -0.0685
O: 3.8915 -2.7370 -1.0990
C: 3.0375 -1.5896 -0.9914
C: 3.4821 -0.6598 0.1845
N: 2.4246 0.2890 0.6591
C: 1.0204 -0.2601 0.6148
C: 1.0123 -1.7588 0.2488
B: -0.4934 -2.3431 0.0695
N: -1.3236 -2.0937 -1.0930
O: -1.0212 -3.1321 1.0865
O: 1.6839 -1.9435 -1.0095
H: 3.2169 -1.0308 -1.9284
H: 3.9220 -1.1973 1.0451
H: 4.3102 -0.0397 -0.2083
H: 2.6398 0.5275 1.6326
H: 2.4596 1.1891 0.1632
H: 0.3713 0.3668 -0.0142
H: 0.6115 -0.1861 1.6426
H: 1.4883 -2.3356 1.0688
H: -2.2221 -2.5483 -0.9049
H: -0.9391 -2.6515 -1.8637
H: -0.3844 -3.1054 1.8178
C: -4.3287 3.3403 -0.0224
C: -3.1449 2.5414 -0.5157
C: -2.3631 1.8659 0.5816
O: -1.0422 1.8175 0.0251
C: -0.9433 2.8487 -0.8628
O: 0.0833 3.2056 -1.3484
O: -2.1509 3.3992 -1.1050
H: -4.0015 4.2335 0.5123
H: -4.9303 3.6822 -0.8652
H: -4.9638 2.7424 0.6321
H: -3.4637 1.8230 -1.2758
H: -2.7299 0.8627 0.7956
H: -2.3312 2.4383 1.5120

As for the HOMO-LUMO gap: 10.4 eV. Its net charge is +1. The LUMO energy comes out at -3.5 eV.

Mulliken analysis output, partial charges in e: -0.3994 0.5505 -0.3887 -0.0387 -0.8229 0.0520 -0.7740 0.2275 0.3389 -0.5459 -0.5194 -0.4229 0.4552 0.4290 0.3734 0.4180 0.4655 0.3031 0.2630 0.3145 0.2523 0.2627 0.3273 -1.4447 0.4773 -0.5598 -0.3243 0.5668 -0.5418 -0.3312 0.3640 0.3625 0.3768 0.2673 0.3770 0.2893


No. 2
The following is a quantum chemistry calculation of C9H17BrNO as an isolated structure, from the Open Molecules 2025 dataset.

CARTESIAN COORDINATES (ANGSTROEM)
C: 1.0086 -1.2160 -2.0539
C: -0.5054 -1.1431 -1.6932
C: 1.5437 0.2249 -1.8009
C: -0.5384 -0.9729 -0.1631
C: 1.5147 0.2368 -0.2568
C: -0.6950 1.4183 -0.1731
C: -1.9407 1.6060 0.7030
C: -0.0726 0.4406 1.7826
C: 0.0477 -0.7544 2.6210
N: 0.1173 0.3167 0.3263
O: -1.8428 0.7654 1.8251
Br: 0.7472 1.9700 2.4891
H: 1.3335 -2.0637 -1.3864
H: 1.0599 -1.5094 -3.0414
H: -1.0798 -0.2288 -2.1476
H: -0.9001 -2.1351 -1.9974
H: 2.5436 0.2990 -1.9967
H: 0.9297 0.9683 -2.1976
H: -1.5756 -0.7970 0.2779
H: 0.1080 -1.7355 0.4148
H: 2.0629 -0.6015 0.0621
H: 2.0687 1.0750 0.1075
H: -1.0146 1.2829 -1.3019
H: -0.1160 2.2233 -0.1316
H: -2.0833 2.5731 1.0107
H: -2.8044 1.3008 0.2664
H: 0.0673 -0.5711 3.7734
H: 0.8317 -1.5387 2.2601
H: -0.8159 -1.4338 2.4216

As for the HOMO-LUMO gap: 11.1 eV. Its net charge is +1. Its relative energy (zero: lowest compared OMol25 entry of this formula, charge and spin) is 184.2 kJ/mol. The LUMO energy comes out at -2.9 eV.

Mulliken analysis output, partial charges in e: -0.7260 -0.4935 -0.6359 -1.0132 -0.7623 -0.7530 -0.9135 0.6528 -1.2400 0.2471 -0.4610 0.0695 0.3207 0.4361 0.2297 0.3644 0.4332 0.3829 0.4507 0.4801 0.4780 0.4643 0.3278 0.7138 0.3686 0.4972 0.3329 0.2944 0.4541


No. 3
The following is a quantum chemistry calculation of an isolated ion of composition C9H17BrNO and charge +1, from the Open Molecules 2025 dataset.

CARTESIAN COORDINATES (ANGSTROEM)
C: -0.0487 1.6761 -0.8526
C: -0.4561 0.2148 2.2889
C: 0.5204 0.4920 -0.9398
C: 0.3879 -0.7091 -0.0318
C: -1.1278 -1.7145 -1.7680
C: -0.9951 -2.7628 0.5036
C: 1.8906 0.2455 1.6814
C: 0.2967 3.9811 -1.1920
C: -0.9506 -1.4462 -0.2726
N: 0.5978 -0.4260 1.4502
O: -0.2327 2.7074 -1.5682
Br: -0.9500 1.8804 1.1758
H: -1.3708 -0.3814 2.1930
H: 1.0888 0.3080 -1.8458
H: 1.1961 -1.3956 -0.3080
H: -1.2278 -0.7854 -2.3251
H: -2.0289 -2.2985 -1.9292
H: -0.2863 -2.2768 -2.1676
H: -1.9125 -3.2923 0.2569
H: -0.9931 -2.6220 1.5846
H: -0.1587 -3.4037 0.2267
H: 2.7058 -0.3189 1.2327
H: 1.8669 1.2457 1.2575
H: 2.0521 0.3325 2.7541
H: -0.1181 4.2875 -0.2290
H: -0.0198 4.6733 -1.9682
H: 1.3861 3.9464 -1.1361
H: -1.7761 -0.8030 0.0497
H: 0.6640 -1.3543 1.8788

As for the HOMO-LUMO gap: 8.3 eV. Its net charge is +1. Its relative energy (zero: lowest compared OMol25 entry of this formula, charge and spin) is 281.0 kJ/mol. The LUMO energy comes out at -3.8 eV.

Mulliken analysis output, partial charges in e: 0.5694 -0.6854 -1.0333 -0.2467 -1.6111 -1.5828 -0.7802 -0.6836 0.6834 0.1651 -0.3357 0.0883 0.3366 0.4769 0.5980 0.4082 0.4389 0.3677 0.4455 0.3870 0.3554 0.3604 0.3959 0.3200 0.3558 0.2496 0.3143 0.2831 0.3592


No. 4
The following is a quantum chemistry calculation of C9H17F as an isolated structure, from the Open Molecules 2025 dataset.

CARTESIAN COORDINATES (ANGSTROEM)
C: 0.8010 2.5967 -0.2278
C: 0.3437 1.8209 0.7209
C: -1.7569 0.7699 -0.4194
C: -1.1557 -0.2046 1.7249
C: 1.6689 -0.8329 0.5833
C: 0.7339 -0.2485 -1.6929
C: -0.1876 -2.2853 -0.3994
C: -0.6021 0.1886 0.3752
C: 0.3857 -0.8157 -0.2723
F: 0.5741 1.7879 2.0643
H: 1.1921 3.6020 -0.0708
H: 0.6574 2.2571 -1.2186
H: -2.4445 0.0198 -0.7878
H: -2.4197 1.4665 0.1193
H: -1.4445 1.3298 -1.4156
H: -0.3550 -0.6059 2.3884
H: -1.9408 -0.8828 1.4474
H: -1.5602 0.6633 2.0694
H: 1.6649 -1.0030 1.6037
H: 2.4001 -1.5163 0.0979
H: 2.0021 0.1975 0.6742
H: 1.1194 0.7326 -1.7151
H: 1.5271 -0.9444 -1.9285
H: -0.0584 -0.3830 -2.3571
H: 0.2932 -2.7421 -1.2945
H: -1.2957 -2.1753 -0.6696
H: -0.1426 -2.7932 0.6006

As for the HOMO-LUMO gap: 10.4 eV. Its net charge is 0. Its relative energy (zero: lowest compared OMol25 entry of this formula, charge and spin) is 9.6 kJ/mol. The LUMO energy comes out at 0.8 eV.

Mulliken analysis output, partial charges in e: -0.8588 0.4285 -1.4932 -2.1899 -1.7219 -1.9929 -1.5705 1.1095 1.9319 -0.2804 0.3489 0.1826 0.4086 0.4201 0.2367 0.2658 0.5023 0.6525 0.4309 0.3820 0.4410 0.3230 0.6249 0.3509 0.4313 0.2949 0.3413


No. 5
The following is a quantum chemistry calculation of a 4-piece molecular cluster, C9H17FN2O9S overall, from the Open Molecules 2025 dataset.

CARTESIAN COORDINATES (ANGSTROEM)
O: 6.9868 3.5153 4.9252
C: 5.7646 3.2887 4.9639
O: 5.1875 2.6128 3.9875
C: 3.7433 2.6817 4.1559
C: 3.5337 3.1901 5.5439
F: 3.5602 2.2030 6.4337
O: 4.8036 3.7990 5.7943
H: 3.2755 3.3706 3.4526
H: 3.3098 1.6821 4.1254
H: 2.6813 3.8363 5.7534
C: 0.2084 -9.7977 -4.1784
N: -1.2345 -9.7545 -3.7749
O: -1.6466 -10.7407 -3.1356
O: -1.9680 -8.8018 -4.0979
H: 0.7847 -9.8929 -3.2581
H: 0.3510 -8.8503 -4.6983
H: 0.2219 -10.5494 -4.9676
C: -1.0342 -3.6565 -1.3548
N: 0.3028 -3.5568 -0.7136
O: 1.1710 -4.3283 -1.0542
O: 0.5097 -2.6633 0.1292
H: -1.1969 -4.4332 -2.1019
H: -1.4081 -2.6857 -1.6801
H: -1.6552 -3.8494 -0.4800
O: -3.2894 2.0263 0.4361
S: -3.4348 3.1567 -0.4703
O: -4.6975 3.4255 -1.1562
C: -2.8529 4.7663 0.3020
C: -1.8334 5.3825 -0.6840
C: -1.8886 4.6332 -2.0308
C: -2.0602 3.1989 -1.7303
H: -2.2611 4.4685 1.1676
H: -3.7161 5.3537 0.6150
H: -2.2406 6.3299 -1.0371
H: -0.8370 5.5424 -0.2720
H: -0.9139 4.7828 -2.4953
H: -2.6639 5.1018 -2.6369
H: -1.2322 2.6904 -1.2364
H: -2.3305 2.5222 -2.5409

As for the HOMO-LUMO gap: 10.4 eV. Its net charge is 0. Its relative energy (zero: lowest compared OMol25 entry of this formula, charge and spin) is 37.3 kJ/mol. The LUMO energy comes out at -0.1 eV.

Mulliken analysis output, partial charges in e: -0.5591 0.6830 -0.3040 -0.3632 0.2588 -0.2722 -0.3252 0.2962 0.2839 0.3018 -0.6477 0.7697 -0.4771 -0.4986 0.2692 0.3020 0.2828 -0.6746 0.7985 -0.4962 -0.5041 0.3100 0.2748 0.2915 -0.6305 1.0347 -0.6200 -0.6064 -0.5538 -0.5677 -0.7708 0.2779 0.4091 0.1972 0.4062 0.2970 0.3596 0.3331 0.4342


No. 6
The following is a quantum chemistry calculation of one molecule with the formula C9H17N, from the Open Molecules 2025 dataset.

CARTESIAN COORDINATES (ANGSTROEM)
H: 0.5377 0.0652 -3.9410
N: 0.3247 -0.3023 -3.0137
C: -0.0801 0.5667 -2.1873
C: -1.0319 0.0684 -0.9654
C: -2.4151 -0.0777 -1.5381
C: -0.6232 -0.2357 0.2411
C: -1.5434 -0.6659 1.3461
C: 0.9825 0.0356 0.7936
C: 0.8540 1.1261 1.8641
C: 1.5082 -1.2669 1.3942
C: 1.8806 0.4760 -0.2990
H: -0.2970 1.6149 -2.4537
H: -2.5601 0.5985 -2.3791
H: -3.1826 0.1674 -0.8076
H: -2.5592 -1.0851 -1.9192
H: -1.7162 0.1293 2.0622
H: -2.5023 -0.9725 0.9471
H: -1.1345 -1.5175 1.8977
H: 0.2915 0.7764 2.7290
H: 0.3582 2.0071 1.4577
H: 1.8489 1.4227 2.2074
H: 0.8493 -1.6622 2.1651
H: 1.6209 -2.0197 0.6157
H: 2.4852 -1.0935 1.8493
H: 2.7168 1.0858 0.0328
H: 1.2133 1.0714 -1.1152
H: 2.1739 -0.3126 -0.9839

As for the HOMO-LUMO gap: 10.1 eV. Its net charge is 0. Its relative energy (zero: lowest compared OMol25 entry of this formula, charge and spin) is 158.0 kJ/mol. The LUMO energy comes out at 0.9 eV.

Mulliken analysis output, partial charges in e: 0.2530 -0.6687 -0.5360 0.6452 -1.7086 0.5325 -1.7611 2.0774 -1.7893 -1.7640 -1.4760 0.5022 0.4212 0.4690 0.3044 0.3085 0.4717 0.3115 0.3962 0.3521 0.4689 0.3765 0.3974 0.4306 0.3980 0.1756 0.4117